Computed, not measured: 4 unconnected molecules or ions with the total composition C36H60FN3O14P4, with wB97M-V/def2-TZVPD.

Values from the calculation:
HOMO level   -0.265 Eh

Structure (XYZ):
```
118
C36H60FN3O14P4, DFT wB97M-V/def2-TZVPD
H 4.243 1.450 -0.447
N 4.419 1.946 -1.327
C 3.461 2.730 -1.570
C 2.228 2.910 -0.708
C 1.287 1.721 -0.649
C 1.441 0.722 -1.589
C 0.641 -0.412 -1.619
C 0.870 -1.410 -2.723
C 0.267 -0.876 -4.048
C -0.618 -1.882 -4.788
N -1.617 -1.169 -5.623
C -0.315 -0.520 -0.619
C -0.487 0.483 0.344
C 0.296 1.652 0.346
P -0.097 2.895 1.646
C 0.832 4.491 1.535
C 0.205 5.607 2.395
C -1.874 3.392 1.458
C -2.088 4.397 0.290
C -1.558 0.212 1.359
O -1.457 0.464 2.533
C -2.796 -0.459 0.853
C -4.068 -0.162 1.335
N -4.284 0.837 2.303
C -4.620 0.517 3.495
C -3.802 -0.411 4.354
C -5.841 1.108 4.137
C -5.154 -0.877 0.817
C -6.564 -0.652 1.295
C -4.967 -1.851 -0.156
C -3.690 -2.115 -0.602
F -3.551 -3.087 -1.523
C -2.596 -1.438 -0.116
C -1.201 -1.729 -0.555
O -0.833 -2.848 -0.801
H 3.508 3.336 -2.476
H 1.724 3.819 -1.030
H 2.593 3.073 0.305
H 2.186 0.795 -2.367
H 0.557 -2.415 -2.479
H 1.950 -1.453 -2.862
H -0.284 0.054 -3.926
H 1.091 -0.626 -4.718
H -1.146 -2.554 -4.112
H -0.011 -2.468 -5.476
H -1.547 -1.469 -6.584
H -2.550 -1.389 -5.309
H 1.840 4.331 1.904
H 0.931 4.862 0.517
H 1.016 6.250 2.729
H -0.339 5.239 3.261
H -0.425 6.223 1.760
H -2.149 3.895 2.379
H -2.499 2.537 1.232
H -3.069 4.236 -0.160
H -2.080 5.430 0.623
H -1.373 4.211 -0.510
H -2.922 0.136 4.685
H -4.393 -0.700 5.222
H -3.475 -1.307 3.833
H -6.120 2.055 3.688
H -6.623 0.354 4.071
H -5.653 1.278 5.199
H -6.707 -1.269 2.188
H -6.741 0.373 1.600
H -7.273 -1.020 0.560
H -5.826 -2.396 -0.517
C 10.286 -0.748 -3.723
O 9.042 -0.152 -3.356
P 9.084 1.466 -3.135
O 9.910 1.994 -4.234
O 9.911 1.366 -1.713
C 9.530 0.434 -0.690
O 8.237 2.788 -2.714
C 7.259 2.777 -1.649
H 10.211 -1.807 -3.475
H 10.451 -0.641 -4.793
H 11.116 -0.309 -3.172
H 10.263 -0.376 -0.673
H 8.540 0.013 -0.866
H 9.538 0.940 0.269
H 7.764 2.914 -0.689
H 6.691 1.857 -1.636
H 6.573 3.602 -1.810
C -7.482 -4.063 -2.276
O -8.690 -4.620 -2.795
P -10.052 -4.098 -2.067
O -9.887 -2.649 -1.876
O -9.798 -4.957 -0.691
C -9.425 -6.340 -0.773
O -11.675 -4.275 -2.008
C -12.268 -5.583 -2.149
H -6.668 -4.730 -2.557
H -7.304 -3.085 -2.719
H -7.513 -3.983 -1.190
H -8.372 -6.446 -0.514
H -9.584 -6.754 -1.768
H -10.026 -6.900 -0.058
H -12.256 -6.098 -1.188
H -11.746 -6.186 -2.892
H -13.297 -5.453 -2.471
C 4.648 2.234 4.362
O 5.967 2.099 3.812
P 6.153 0.852 2.789
O 4.955 0.850 1.932
O 6.097 -0.289 3.960
C 6.881 -0.130 5.152
O 7.223 0.014 1.880
C 8.548 -0.230 2.395
H 4.747 2.831 5.267
H 4.001 2.751 3.661
H 4.221 1.266 4.615
H 6.225 0.130 5.982
H 7.639 0.646 5.049
H 7.372 -1.077 5.368
H 8.514 -1.095 3.058
H 8.927 0.635 2.938
H 9.216 -0.445 1.573
```

Here are the Löwdin charges for atoms 1 to 6, given in e: H 0.056; N 0.118; C -0.233; C -0.134; C -0.180; C 0.021

Computed, not measured: 2 unconnected molecules or ions with the total composition C36H61F6Si4, with wB97M-V/def2-TZVPD.

Values from the calculation:
Charge   +1
HOMO level   -0.421 Eh

Structure (XYZ):
```
107
C36H61F6Si4, DFT wB97M-V/def2-TZVPD
C 3.804 -3.415 -0.188
C 3.225 -3.789 1.171
C 3.038 -2.570 2.072
C 2.588 -2.922 3.501
Si 0.821 -2.397 3.919
C 0.900 -1.419 5.518
C 0.075 -1.304 2.593
C -0.359 -3.914 4.024
Si 0.049 -5.605 4.775
H 0.141 -2.094 8.336
C -1.354 -6.528 5.656
Si -3.068 -5.764 6.081
C -4.119 -7.256 6.483
C -3.101 -4.638 7.577
C -3.759 -4.779 4.636
C -5.052 -5.363 4.055
C -5.545 -4.567 2.847
C -6.798 -5.155 2.217
C 1.746 -5.701 5.592
Si 2.248 -6.818 7.073
C 2.503 -8.545 6.408
C 3.894 -6.122 7.631
C 1.073 -6.891 8.554
C 1.590 -6.266 9.865
C 1.359 -7.161 11.084
C 1.804 -6.530 12.401
H 3.978 -4.310 -0.788
H 3.122 -2.763 -0.740
H 4.757 -2.889 -0.071
H 2.265 -4.305 1.040
H 3.893 -4.501 1.668
H 3.994 -2.030 2.123
H 2.337 -1.878 1.588
H 2.702 -3.996 3.709
H 3.239 -2.386 4.207
H -0.093 -1.004 5.750
H 1.235 -2.019 6.373
H 1.593 -0.573 5.409
H -0.941 -1.018 2.906
H 0.652 -0.377 2.460
H 0.003 -1.807 1.622
H -1.258 -3.543 4.559
H -0.670 -4.154 2.983
H -1.596 -7.362 4.965
H -0.951 -7.000 6.572
H -5.143 -6.958 6.744
H -4.165 -7.948 5.632
H -3.690 -7.791 7.340
H -4.139 -4.333 7.796
H -2.710 -5.149 8.468
H -2.513 -3.727 7.404
H -3.960 -3.759 5.003
H -2.992 -4.697 3.851
H -4.909 -6.413 3.761
H -5.842 -5.370 4.821
H -5.738 -3.536 3.163
H -4.743 -4.518 2.103
H -7.087 -4.575 1.340
H -6.634 -6.191 1.903
H -7.638 -5.143 2.918
H 2.395 -6.068 4.763
H 2.062 -4.669 5.824
H 2.807 -9.209 7.230
H 1.583 -8.932 5.953
H 3.300 -8.542 5.649
H 4.290 -6.681 8.488
H 4.622 -6.198 6.812
H 3.811 -5.064 7.913
H 0.130 -6.402 8.275
H 0.843 -7.957 8.712
H 2.659 -6.024 9.807
H 1.079 -5.305 10.023
H 0.291 -7.403 11.142
H 1.885 -8.113 10.939
H 1.674 -7.246 13.218
H 2.861 -6.240 12.372
H 1.211 -5.642 12.637
F 5.439 1.555 9.523
C 5.312 0.402 10.257
F 6.279 -0.460 9.825
F 5.617 0.727 11.555
C 3.928 -0.175 10.134
C 3.765 -1.502 9.747
C 2.478 -1.979 9.552
C 1.361 -1.155 9.750
C 0.027 -1.744 9.347
C -1.220 -0.902 9.372
C -1.238 0.384 8.839
C -2.430 1.092 8.769
C -3.599 0.491 9.221
C -4.875 1.270 9.221
F -5.905 0.544 8.684
F -5.253 1.624 10.492
F -4.779 2.431 8.511
C -3.615 -0.809 9.718
C -2.421 -1.513 9.753
C 1.551 0.141 10.238
C 2.837 0.641 10.426
H 4.626 -2.145 9.594
H 2.341 -3.010 9.221
H -0.157 -2.661 9.933
H -0.319 0.844 8.466
H -2.453 2.102 8.381
H -4.536 -1.272 10.063
H -2.402 -2.544 10.111
H 0.698 0.769 10.460
H 2.982 1.656 10.792
```

Here are the Löwdin charges for atoms 1 to 6, given in e: C -0.110; C -0.285; C -0.275; C -0.250; Si 0.513; C -0.169

Computed, not measured: 12 unconnected molecules or ions with the total composition C36H62Br2F2N2O9S2, with wB97M-V/def2-TZVPD.

Values from the calculation:
HOMO level   -0.325 Eh

Structure (XYZ):
```
115
C36H62Br2F2N2O9S2, DFT wB97M-V/def2-TZVPD
N 0.314 -1.638 2.880
H -0.344 -1.197 2.189
H 0.436 -1.037 3.691
H 1.237 -1.647 2.382
H 0.073 -2.598 3.142
N -1.240 -0.595 0.923
S -1.669 -1.430 -0.495
O -0.924 -1.252 -1.712
O -3.051 -1.824 -0.600
F -1.007 -2.809 0.046
S -1.035 0.779 0.297
O -2.181 1.436 -0.234
O 0.229 1.030 -0.310
F -0.873 1.599 1.692
Br -1.765 2.311 6.226
C -3.030 2.864 4.809
C -2.415 3.775 3.761
Br -3.804 4.399 2.559
H -3.889 3.344 5.269
H -3.395 1.953 4.336
H -1.562 3.381 3.212
H -1.965 4.603 4.313
C -0.341 4.466 -0.605
C 0.566 4.716 0.394
C 1.863 5.115 0.070
C 2.236 5.200 -1.254
C 1.326 4.879 -2.267
C 0.054 4.455 -1.928
H -1.369 4.270 -0.325
H 0.204 4.719 1.415
H 2.541 5.326 0.887
H 3.278 5.404 -1.469
H 1.548 4.889 -3.325
H -0.578 4.186 -2.764
C 1.242 2.449 -5.866
C 1.042 2.306 -4.495
C 2.058 1.843 -3.665
C 3.309 1.651 -4.215
C 3.563 1.860 -5.575
C 2.504 2.209 -6.390
H 0.447 2.663 -6.567
H 0.027 2.377 -4.124
H 1.916 1.681 -2.605
H 4.105 1.309 -3.563
H 4.563 1.655 -5.929
H 2.615 2.306 -7.463
C 0.898 -6.520 0.508
C 1.222 -5.361 -0.219
C 1.899 -5.548 -1.423
C 2.159 -6.807 -1.961
C 1.785 -7.931 -1.265
C 1.169 -7.771 -0.026
H 0.351 -6.506 1.442
H 0.996 -4.375 0.160
H 2.127 -4.680 -2.032
H 2.684 -6.952 -2.896
H 1.910 -8.907 -1.714
H 0.828 -8.603 0.579
C 1.672 2.928 4.099
C 1.764 3.093 5.476
C 2.784 3.890 5.992
C 3.574 4.675 5.173
C 3.442 4.579 3.782
C 2.499 3.690 3.271
H 1.002 2.209 3.646
H 1.046 2.633 6.139
H 2.924 3.993 7.061
H 4.371 5.315 5.528
H 4.140 5.088 3.131
H 2.404 3.482 2.213
C -1.641 -4.643 2.652
C -0.931 -5.002 3.961
O 0.112 -4.035 4.277
H -0.924 -4.627 1.830
H -2.037 -3.627 2.707
H -2.394 -5.378 2.378
H -0.357 -5.914 3.770
H -1.584 -5.152 4.819
H 0.810 -4.596 4.623
C -4.051 1.847 -3.605
C -4.617 0.641 -4.238
O -5.111 1.053 -5.531
H -3.638 1.778 -2.595
H -4.801 2.639 -3.529
H -3.205 2.275 -4.151
H -5.475 0.290 -3.656
H -3.881 -0.128 -4.482
H -5.145 0.289 -6.110
C 2.561 -1.629 -0.761
C 3.446 -1.888 0.457
O 2.774 -1.608 1.689
H 2.364 -0.570 -0.921
H 1.568 -2.043 -0.579
H 3.041 -2.080 -1.627
H 4.328 -1.246 0.383
H 3.734 -2.944 0.488
H 3.472 -1.515 2.345
C -0.231 -1.365 -4.657
C 1.282 -1.405 -4.706
O 1.806 -2.713 -4.971
H -0.672 -0.463 -4.244
H -0.662 -2.224 -4.144
H -0.533 -1.478 -5.704
H 1.673 -1.100 -3.727
H 1.723 -0.678 -5.393
H 2.730 -2.620 -5.208
C -5.503 -0.283 3.347
C -4.462 0.070 2.288
O -3.173 -0.136 2.831
H -6.456 0.158 3.050
H -5.213 0.180 4.290
H -5.579 -1.366 3.423
H -4.532 1.111 1.955
H -4.616 -0.608 1.441
H -2.508 -0.265 2.126
```

Here are the Löwdin charges for atoms 1 to 6, given in e: N 0.285; H 0.053; H 0.142; H 0.085; H 0.072; N -0.327

Computed, not measured: 9 unconnected molecules or ions with the total composition C36H62N6O6S3, with wB97M-V/def2-TZVPD.

Values from the calculation:
⟨S²⟩   0.75
Charge   -1
HOMO level (spin up / spin down)   0.022 / -0.226 Eh
Spin multiplicity   2

Structure (XYZ):
```
113
C36H62N6O6S3, DFT wB97M-V/def2-TZVPD
C -3.053 -3.277 1.880
C -4.585 -3.249 2.165
C -5.115 -2.407 3.292
C -4.181 -2.439 4.393
N -3.463 -2.345 5.307
H -2.708 -2.250 1.766
H -2.845 -3.840 0.970
H -2.470 -3.610 2.739
H -4.865 -4.291 2.316
H -5.172 -2.932 1.303
H -6.080 -2.789 3.625
H -5.057 -1.359 2.998
C -4.043 3.511 -2.702
C -2.616 3.030 -2.604
C -2.089 3.083 -1.178
C -2.853 2.114 -0.322
N -3.376 1.404 0.450
H -4.342 3.592 -3.747
H -4.175 4.440 -2.148
H -4.665 2.769 -2.201
H -2.022 3.777 -3.130
H -2.649 2.065 -3.108
H -2.390 4.032 -0.736
H -1.039 2.791 -1.132
C 2.452 -6.253 3.205
C 1.049 -6.302 4.026
C -0.077 -6.207 3.070
C 0.004 -5.088 2.094
N 0.005 -4.275 1.275
H 2.668 -7.201 2.713
H 3.389 -6.101 3.742
H 2.446 -5.605 2.329
H 0.969 -5.477 4.733
H 0.857 -7.143 4.692
H -0.909 -6.036 3.753
H -0.462 -7.139 2.657
C 1.244 -1.744 5.262
C 0.017 -1.409 4.417
C -0.768 0.002 4.705
C -1.670 0.142 5.888
N -2.292 0.233 6.850
H 0.948 -2.053 6.265
H 1.691 -0.761 5.407
H 1.864 -2.489 4.764
H -0.683 -2.208 4.663
H 0.286 -1.642 3.387
H -1.362 0.096 3.796
H -0.067 0.824 4.849
C -1.744 -5.627 -3.532
C -1.710 -5.042 -2.117
C -0.811 -3.755 -2.288
S 0.721 -4.261 -3.284
O 1.768 -4.876 -2.476
O 1.082 -3.295 -4.319
C -0.381 -5.659 -4.088
H -2.427 -5.002 -4.108
H -2.324 -6.538 -3.386
H -1.290 -5.764 -1.416
H -2.672 -4.767 -1.684
H -0.441 -3.240 -1.401
H -1.269 -3.043 -2.975
H 0.153 -6.538 -3.729
H -0.290 -5.577 -5.172
C 1.674 -0.403 -5.877
C 0.442 -0.123 -5.020
C 0.188 1.371 -5.077
S 0.645 1.995 -6.725
O 1.469 3.136 -6.580
O -0.558 2.085 -7.550
C 1.698 0.496 -7.196
H 1.829 -1.473 -6.013
H 2.516 0.085 -5.387
H 0.436 -0.412 -3.969
H -0.434 -0.586 -5.475
H 0.991 1.811 -4.485
H -0.728 1.807 -4.677
H 2.629 0.905 -7.589
H 1.148 0.038 -8.018
C 3.583 6.352 -0.684
C 2.888 7.413 -1.468
C 1.846 6.712 -2.458
S 1.160 5.389 -1.467
O 1.362 4.039 -1.957
O -0.158 5.878 -0.982
C 2.393 5.575 -0.088
H 4.361 6.688 0.002
H 4.211 5.707 -1.299
H 3.657 8.061 -1.890
H 2.362 8.033 -0.742
H 2.196 6.065 -3.262
H 1.029 7.323 -2.840
H 2.548 4.664 0.490
H 1.836 6.271 0.540
N 3.721 5.226 5.199
C 2.716 5.566 4.310
C 2.580 4.537 3.360
C 3.629 3.684 3.700
C 4.276 4.041 4.808
H 3.992 5.639 6.080
H 2.084 6.434 4.424
H 1.822 4.509 2.591
H 3.817 2.670 3.378
H 5.129 3.682 5.366
N -0.371 0.529 1.103
C 0.389 1.500 0.579
C 0.905 1.039 -0.651
C 0.638 -0.372 -0.691
C -0.084 -0.640 0.472
H -0.830 0.647 1.995
H 0.358 2.490 1.009
H 1.491 1.593 -1.369
H 0.886 -1.082 -1.466
H -0.479 -1.596 0.783
```

Here are the Löwdin charges for atoms 1 to 6, given in e: C -0.122; C -0.321; C -0.209; C -0.249; N 0.159; H 0.055